Entry 1:
10
Properties=species:S:1:pos:R:3:forces:R:3 method="wB97M-V/def2-TZVPD" lumo_ev="-0.33 / -2.01" e_above_lowest_kcal_mol=2.1 multiplicity=3 total_energy_ev=-28493.6589 largest_force_ha_per_bohr=0.059
I -5.297772 0.635156 -0.067269 -0.5 -0.6 0.0
I -2.479072 2.599566 -0.017999 0.7 -0.8 0.0
I -3.676955 -2.514957 -0.205588 0.4 0.8 0.0
C -0.927750 -0.116684 -0.109288 -2.8 -1.1 -0.3
C 0.355841 0.117130 0.212447 0.8 -0.5 0.0
C -3.566946 -0.441400 -0.214998 1.6 1.7 -0.1
C -2.186178 0.509584 -0.171389 -0.5 -1.0 0.3
H 1.027242 -0.727585 0.166241 0.1 0.0 -0.1
H -1.088185 -1.177265 -0.305901 0.0 -0.1 -0.1
H 0.771843 0.989494 0.600831 0.3 1.6 0.4

---

Entry 2:
68
Properties=species:S:1:pos:R:3:forces:R:3 method="wB97M-V/def2-TZVPD" lumo_ev="-1.80 / -0.16" e_above_lowest_kcal_mol=6.4 multiplicity=5 total_energy_ev=-90044.6309 largest_force_ha_per_bohr=0.011
Mn 0.029221 -0.060291 0.129387 0.5 0.0 -0.4
F 1.102868 -0.370119 3.428330 -0.1 0.2 0.0
F -1.762711 -1.200510 1.795967 0.0 0.1 0.1
F -0.745926 0.292033 4.352663 0.1 0.1 0.0
F 1.420273 -5.131784 0.733726 -0.1 -0.1 -0.1
F 0.225727 -4.296628 -0.871239 0.0 -0.2 0.1
F -0.502413 -1.767788 3.792596 0.0 0.0 0.1
F -0.694532 -4.744455 1.048607 0.1 -0.1 -0.1
F -1.583481 0.932268 2.139858 -0.1 0.2 0.0
O 0.321438 -1.936796 0.210750 0.0 0.0 0.2
O 1.332111 -2.799876 2.044677 0.0 0.2 -0.1
N -1.354956 0.493828 -2.544122 0.1 0.0 -0.2
N -0.156915 2.403121 -1.452347 -0.2 0.0 -0.1
N 0.007565 2.103559 -0.126610 0.3 -0.1 0.1
N -1.685476 -0.211816 -1.433217 -0.1 -0.1 0.2
N 1.597554 0.055190 -1.362814 -0.2 0.1 0.1
N 1.183463 0.610585 -2.527429 0.0 -0.1 -0.1
C -0.220543 -0.526272 3.428139 0.0 0.0 -0.3
C 0.421530 -4.291741 0.454237 0.0 0.1 -0.1
C -0.856793 3.939821 2.734577 0.0 0.0 0.0
C -0.859555 -0.206796 2.019054 -0.3 -0.3 0.1
C 3.220942 -0.134798 -2.884647 0.1 0.0 0.0
C 3.567983 -2.568413 -0.593952 0.0 0.1 0.1
C -3.672510 -1.698116 -0.815442 0.1 0.0 0.2
C 0.748828 -2.879667 0.996190 0.0 0.2 0.0
C -2.847757 -0.829220 -1.724681 0.0 0.0 -0.1
C 3.707078 -1.038506 -0.515253 -0.2 -0.1 0.1
C 2.844833 -0.388167 -1.560394 0.1 0.0 -0.1
C 0.104174 3.289709 0.511137 -0.1 0.1 -0.1
C 3.474686 -0.461091 0.883418 0.1 0.0 -0.2
C 2.137259 0.497998 -3.455993 0.1 0.0 0.0
C -4.305447 -0.874612 0.316330 0.0 0.0 0.0
C 1.312422 2.597688 2.669804 0.0 0.0 0.0
C -3.236805 -0.515346 -3.032687 -0.1 -0.1 0.0
C 0.421211 3.609684 1.949319 -0.2 -0.1 0.1
C -2.262858 0.325742 -3.509967 0.0 0.0 0.0
C -0.230914 3.722126 -1.624933 0.0 0.1 0.0
C -0.084814 4.329084 -0.404282 0.1 0.1 0.1
C -2.915979 -2.939073 -0.339629 -0.1 0.0 0.0
B -0.133617 1.397609 -2.623444 0.1 -0.1 0.2
H 1.989777 0.899572 -4.447334 0.0 0.0 0.1
H -0.154073 2.002512 -3.659021 0.0 0.0 0.0
H -1.995036 -2.672222 0.160471 0.0 0.0 0.0
H -3.529226 -3.517334 0.355765 0.0 0.0 0.0
H -2.659456 -3.578362 -1.186476 0.0 0.0 0.0
H 3.852262 0.562400 0.940737 0.0 0.0 0.0
H 1.671888 1.822866 1.996276 0.0 -0.1 0.0
H 0.984247 4.539979 1.876762 0.0 0.1 -0.1
H 4.051838 -2.945725 -1.496136 0.0 0.0 0.0
H 4.732715 -0.795193 -0.795044 0.1 0.0 0.0
H -0.600387 4.320145 3.726611 0.0 0.0 -0.1
H -1.441759 4.700756 2.215750 0.0 0.0 0.0
H 2.194102 3.083529 3.092140 -0.1 0.0 0.0
H 2.522328 -2.861496 -0.646646 0.0 0.0 0.0
H -0.053593 5.385819 -0.188744 0.0 -0.1 0.0
H -5.074737 -0.209963 -0.083169 0.0 0.0 0.0
H -1.479253 3.053450 2.855513 0.0 0.1 0.0
H 4.024532 -3.051172 0.273273 0.0 0.0 -0.1
H -2.149815 0.823574 -4.460916 0.0 0.0 0.1
H 3.978121 -1.064160 1.638605 0.0 0.0 0.0
H 4.172162 -0.359450 -3.340964 -0.1 0.0 0.0
H -4.768885 -1.533405 1.054360 0.0 0.0 0.0
H -4.492016 -2.050496 -1.442037 -0.1 0.0 -0.1
H 0.779699 2.135952 3.494098 0.0 -0.1 0.0
H -4.126280 -0.858178 -3.538170 0.1 0.0 0.0
H -3.569407 -0.257619 0.825659 -0.1 0.0 0.0
H 2.424198 -0.443499 1.155215 -0.2 -0.1 0.1
H -0.351090 4.139547 -2.612230 0.0 -0.1 0.1

---

Entry 3:
10
Properties=species:S:1:pos:R:3:forces:R:3 method="wB97M-V/def2-TZVPD" lumo_ev=-1.46 e_above_lowest_kcal_mol=189.8 multiplicity=1 total_energy_ev=-12154.5152 largest_force_ha_per_bohr=0.143
O -0.427510 0.874089 -0.791122 -0.5 0.3 -3.0
O 0.623806 -0.499665 2.065084 -0.6 1.5 -3.8
N -0.717408 -1.764121 -1.979466 2.0 -0.8 3.7
N 0.751965 1.562167 0.915589 1.5 -0.8 -5.8
N 0.663424 1.793052 -0.379492 -2.9 -2.4 6.3
N -0.804367 -0.167164 0.117364 5.4 0.2 -0.3
C 0.314750 0.137744 1.047775 -1.9 -1.4 5.7
C -0.332601 -1.708212 -0.768908 0.0 -0.3 -1.4
H 0.364549 -2.610492 -0.186532 -2.4 3.1 -1.3
H -1.083110 -0.929626 -2.396330 -0.6 0.6 0.0

---

Entry 4:
10
Properties=species:S:1:pos:R:3:forces:R:3 method="wB97M-V/def2-TZVPD" lumo_ev="-0.02 / -0.02" e_above_lowest_kcal_mol=71.0 multiplicity=1 total_energy_ev=-17893.1856 largest_force_ha_per_bohr=0.075
S 0.722108 -0.058968 -2.622149 -0.1 0.0 -0.1
N -0.644562 -1.126792 0.842862 -1.8 -0.9 2.4
N 0.657956 -0.147500 -0.935364 1.7 -0.1 2.4
N -0.064579 0.866690 -0.208459 0.3 -0.8 -1.0
N -0.143283 -1.672503 -0.019655 1.2 -0.7 -2.6
C -0.474073 0.304773 1.024245 3.8 0.4 -0.5
H -0.844964 1.075696 -0.789109 -0.7 0.3 -0.9
H -1.277658 0.694229 1.525837 -1.9 1.3 0.8
H 1.604687 -0.336391 -0.404560 -2.1 0.8 -1.5
H 0.464367 0.400765 1.586352 -0.6 -0.4 1.0